(1)
{
  "formula": "C30H27Co2N2O6",
  "method": "ωB97M-V/def2-TZVPD",
  "symbols": ["C", "C", "C", "C", "C", "C", "N", "C", "N", "C", "C", "C", "C", "C", "C", "C", "C", "C", "C", "C", "C", "C", "C", "H", "H", "H", "H", "H", "H", "H", "H", "H", "H", "H", "H", "H", "H", "H", "H", "H", "H", "H", "H", "H", "H", "H", "H", "O", "C", "Co", "C", "O", "C", "O", "C", "C", "C", "Co", "C", "O", "C", "O", "C", "O", "H", "H", "H"],
  "positions_angstrom": [[-6.377679, 0.210193, 4.693123], [-5.584681, 0.119972, 3.419384], [-4.386155, 0.825371, 3.277709], [-3.627618, 0.761740, 2.095208], [-2.393634, 1.581339, 1.945089], [-4.091754, -0.057206, 1.051264], [-3.416334, -0.056888, -0.195457], [-2.085097, 0.001526, -0.463750], [-1.938038, 0.111904, -1.798308], [-0.704652, 0.098100, -2.448693], [0.291085, -0.633731, -1.782158], [-0.044841, -1.255813, -0.522298], [1.539917, -0.743718, -2.401656], [1.807785, -0.051105, -3.581336], [3.189226, -0.097778, -4.158307], [0.802190, 0.712692, -4.190937], [-0.471219, 0.837982, -3.614051], [-1.458468, 1.785885, -4.208656], [-3.209357, 0.213245, -2.391252], [-4.107652, 0.170880, -1.411611], [-5.290291, -0.774851, 1.156313], [-5.802827, -1.694670, 0.094393], [-6.026866, -0.667972, 2.348627], [-7.167662, -0.539550, 4.705106], [-5.720165, 0.049689, 5.548877], [-6.840147, 1.194753, 4.806973], [-4.033381, 1.426697, 4.123212], [-1.601078, 1.036176, 1.419047], [-2.576059, 2.510605, 1.390895], [-2.032416, 1.846296, 2.942329], [0.749447, -1.241880, 0.227656], [-1.194439, -0.528971, 0.079334], [-0.469765, -2.261093, -0.624638], [2.325785, -1.343251, -1.942293], [3.287865, 0.659183, -4.936799], [3.937955, 0.085982, -3.381603], [3.403730, -1.076772, -4.596178], [1.017900, 1.247353, -5.122521], [-0.920280, 2.421892, -4.917873], [-2.237269, 1.273560, -4.780565], [-1.931234, 2.440804, -3.469487], [-3.324889, 0.253917, -3.462519], [-5.176172, 0.236705, -1.440629], [-6.560340, -2.343531, 0.557422], [-6.315591, -1.174685, -0.725479], [-5.016811, -2.337452, -0.320813], [-6.953602, -1.241092, 2.447124], [8.155758, -1.099183, -1.684118], [7.602816, -0.946264, -0.676329], [6.812979, -0.819851, 0.905290], [5.994045, -2.354105, 1.096856], [5.499974, -3.386512, 1.303888], [8.424084, -1.082289, 1.585019], [9.432873, -1.332428, 2.093056], [5.469756, 0.584166, 0.234939], [4.094902, 0.568487, 0.348021], [2.898139, 0.769370, -0.202653], [4.917398, 0.430268, 1.946464], [3.691074, -0.742366, 2.323731], [2.831991, -1.506466, 2.453490], [4.556092, 1.762989, 3.072474], [4.477627, 2.598587, 3.876678], [6.307911, -0.185666, 3.020773], [6.788002, -0.361459, 4.073491], [5.977788, 1.204488, -0.523058], [2.022509, 0.463185, 0.362095], [2.779863, 1.442619, -1.049325]],
  "forces_ev_per_angstrom": [[0.072, 0.015, -0.037], [0.077, -0.101, -0.618], [0.088, -0.293, -0.351], [-0.793, -0.282, 0.294], [0.691, 0.156, 0.367], [-0.262, 0.381, 0.482], [-0.168, 0.631, -2.089], [-2.420, 1.277, 0.489], [-2.487, 0.441, 0.302], [1.336, 0.470, -0.520], [0.409, -0.338, -1.005], [0.332, -1.532, 1.946], [-0.350, 0.342, -0.209], [-0.402, 0.083, -0.123], [0.093, -0.005, -0.146], [0.108, -0.123, 0.352], [0.633, -0.643, 0.445], [-0.003, 0.335, -0.555], [0.939, -0.125, -0.332], [-0.432, -0.512, 0.723], [0.020, 0.212, 0.841], [-0.535, -0.570, -0.052], [0.446, 0.252, 0.065], [-0.007, 0.005, 0.086], [-0.109, -0.011, 0.063], [0.038, -0.056, -0.014], [-0.020, -0.136, -0.396], [-0.231, 0.333, 0.329], [-0.051, -0.166, 0.026], [0.036, 0.117, -0.143], [0.157, -0.311, -0.324], [2.231, -0.555, -0.348], [0.241, -0.100, -0.091], [-0.265, 0.227, 0.004], [0.162, -0.038, -0.036], [-0.080, 0.007, -0.079], [0.019, 0.048, 0.006], [-0.028, -0.089, 0.362], [-0.156, 0.017, 0.078], [-0.020, 0.141, 0.017], [-0.001, -0.187, -0.036], [-0.096, 0.110, 0.301], [0.004, 0.024, -0.140], [0.247, 0.062, -0.204], [0.199, -0.189, 0.177], [-0.141, 0.254, -0.024], [0.287, 0.179, -0.024], [-0.621, 0.010, 1.259], [-0.055, 0.562, -1.239], [0.975, -0.278, -1.025], [-1.598, -2.615, 0.591], [0.865, 1.615, -0.453], [0.645, 0.295, 1.520], [-0.764, 0.101, -0.748], [1.716, 1.272, -2.332], [-0.826, -0.446, -1.541], [0.030, 0.388, 0.396], [0.677, -0.992, 4.212], [-1.704, -1.566, 0.363], [0.959, 0.949, -0.083], [0.858, 1.862, 0.650], [-0.321, -1.437, -1.145], [-0.079, 0.539, 0.802], [-0.211, -0.103, -1.403], [-0.164, 0.264, 0.810], [-0.151, 0.663, 0.027], [-0.040, -0.838, -0.518]],
  "de_lowest_kj_mol": 270.9,
  "total_charge": -1,
  "spin_multiplicity": 1,
  "orbital_gap_ev": 5.6055,
  "homo_energy_ev": -3.60
}



(2)
{
  "formula": "C30H27CoN5O2S3Sb",
  "method": "ωB97M-V/def2-TZVPD",
  "symbols": ["Co", "S", "Sb", "S", "S", "C", "C", "C", "C", "C", "C", "N", "C", "C", "C", "C", "C", "C", "H", "H", "H", "H", "H", "H", "H", "H", "H", "H", "O", "C", "N", "C", "C", "O", "N", "C", "C", "C", "C", "C", "C", "C", "C", "C", "C", "C", "C", "H", "H", "H", "H", "H", "H", "H", "H", "H", "H", "H", "C", "N", "C", "C", "N", "H", "H", "H", "H", "H", "H"],
  "positions_angstrom": [[0.068919, -0.475965, -0.445815], [-4.047619, -0.713952, 1.316830], [-1.840874, -1.374638, 1.829794], [-1.124655, -2.442529, -0.169725], [-0.547140, 0.566240, 1.452499], [4.766155, 2.500082, -0.209273], [3.896993, 1.946609, 0.724312], [2.697990, 1.375353, 0.336618], [2.324317, 1.332006, -1.016149], [3.218873, 1.872182, -1.953593], [4.412345, 2.450771, -1.549647], [1.129020, 0.733377, -1.394101], [0.679150, 0.961761, -2.711986], [0.316923, 2.243233, -3.136710], [-0.249329, 2.440949, -4.384083], [-0.466292, 1.360087, -5.236718], [-0.090412, 0.088327, -4.830216], [0.491769, -0.108739, -3.583113], [5.702057, 2.946555, 0.101900], [4.153025, 1.959953, 1.777600], [2.031315, 0.955320, 1.076300], [2.985745, 1.813007, -3.007796], [5.081883, 2.852017, -2.302300], [0.460767, 3.072661, -2.454775], [-0.534424, 3.440289, -4.691892], [-0.914280, 1.514290, -6.210890], [-0.237813, -0.758329, -5.490005], [0.819791, -1.089960, -3.264644], [0.974754, -1.991422, 2.361855], [1.730701, -2.036497, 1.411977], [2.917274, -2.733664, 1.439088], [3.737468, -2.452723, 0.294823], [2.698252, -1.716997, -0.587218], [2.912738, -1.475255, -1.757618], [1.608120, -1.411179, 0.165464], [4.225934, -3.747924, -0.346996], [3.395135, -4.472503, -1.197163], [3.807679, -5.689063, -1.716460], [5.056161, -6.204095, -1.391168], [5.885113, -5.495019, -0.536261], [5.470801, -4.273564, -0.020003], [4.872714, -1.466497, 0.563688], [5.089426, -0.918823, 1.818323], [6.135546, -0.024488, 2.025803], [6.958311, 0.341186, 0.974775], [6.724989, -0.182944, -0.292366], [5.692577, -1.080392, -0.496060], [3.263331, -3.091570, 2.311584], [2.418747, -4.082278, -1.453811], [3.150290, -6.238042, -2.378885], [5.380641, -7.150763, -1.805023], [6.858480, -5.888262, -0.270124], [6.128294, -3.719321, 0.638360], [4.432905, -1.172116, 2.640657], [6.292256, 0.394659, 3.011899], [7.766139, 1.044644, 1.132979], [7.342958, 0.120226, -1.128258], [5.498144, -1.478587, -1.483808], [-4.520612, -1.273168, -2.177831], [-3.683084, -0.150954, -2.587268], [-4.197556, 0.849595, -3.503459], [-2.558577, 0.067899, -1.945686], [-1.568264, 0.221532, -1.381165], [-4.732254, -1.902524, -3.044694], [-5.455342, -0.907945, -1.747485], [-3.990947, -1.846569, -1.419656], [-4.521146, 0.367536, -4.427832], [-3.408684, 1.560293, -3.739402], [-5.044562, 1.381684, -3.061550]],
  "forces_ev_per_angstrom": [[-0.234, -0.195, -0.730], [0.235, -0.188, 0.351], [-0.575, 0.293, -0.417], [0.031, -0.068, 0.169], [0.059, 0.121, 0.051], [-0.111, 0.040, 0.000], [-0.078, 0.110, -0.040], [0.041, 0.132, -0.002], [-0.138, -0.085, 0.012], [0.075, 0.021, 0.001], [-0.038, -0.001, -0.011], [0.328, 0.360, -0.106], [-0.065, 0.138, 0.181], [-0.021, 0.054, -0.019], [0.011, -0.035, 0.004], [-0.007, 0.023, 0.027], [0.037, -0.012, 0.043], [0.025, -0.006, -0.084], [-0.002, -0.007, -0.004], [-0.024, 0.027, -0.043], [-0.018, 0.059, 0.028], [0.013, 0.002, -0.005], [0.003, 0.009, -0.006], [0.003, -0.002, -0.006], [-0.007, 0.001, -0.001], [0.002, 0.000, -0.006], [-0.009, -0.004, -0.001], [0.011, -0.030, 0.021], [-0.190, -0.137, -0.059], [0.278, 0.226, -0.103], [0.007, -0.041, 0.052], [0.046, -0.107, -0.014], [-0.005, 0.112, -0.146], [-0.096, -0.102, -0.082], [0.229, -0.324, 0.609], [0.018, 0.024, 0.008], [-0.016, 0.012, 0.027], [0.011, -0.012, 0.010], [-0.005, 0.012, -0.005], [-0.020, 0.014, 0.006], [0.002, 0.003, -0.008], [-0.039, -0.033, -0.037], [0.098, -0.040, 0.039], [0.052, -0.107, -0.018], [0.014, -0.101, 0.014], [0.008, -0.029, 0.060], [0.033, 0.006, -0.009], [-0.023, 0.013, 0.006], [-0.007, 0.008, -0.010], [-0.001, 0.004, -0.007], [-0.008, -0.008, 0.008], [0.005, 0.002, -0.004], [0.012, 0.013, -0.002], [-0.009, 0.009, 0.006], [0.002, 0.007, 0.013], [0.005, 0.012, 0.003], [0.002, 0.006, 0.001], [-0.009, 0.008, 0.005], [-0.008, 0.055, -0.013], [0.154, 0.044, 0.020], [-0.016, -0.033, -0.004], [-0.068, 0.130, 0.010], [0.030, -0.370, 0.223], [-0.010, -0.003, -0.003], [0.000, -0.018, 0.017], [-0.019, -0.018, -0.006], [-0.012, -0.002, 0.000], [0.010, -0.001, -0.010], [-0.004, 0.004, -0.007]],
  "de_lowest_kj_mol": 0.0,
  "total_charge": -1,
  "s_squared": 1.15,
  "spin_multiplicity": 2,
  "orbital_gap_ev": [6.9396, 5.1409],
  "homo_energy_ev": [-4.39, -4.30]
}